Entry from the Open Molecules 2025 dataset: 10 unconnected molecules or ions with the total composition C50H128N8O18 (ωB97M-V/def2-TZVPD).

Geometry as XYZ:
```
204
Properties=species:S:1:pos:R:3:forces:R:3
C -6.7005 -0.3469 -1.3220 1.0957 0.1916 1.3839
O -8.0646 -0.3208 -1.5957 -0.7345 0.0727 -0.7368
H -6.5566 -0.0007 -0.2985 0.2784 -0.0214 0.2682
H -6.2492 -1.3378 -1.3737 -0.0893 -0.2025 -0.2669
H -6.0883 0.3430 -1.9029 -0.5245 -0.0366 -0.5566
H -8.5332 -0.5418 -0.7875 -0.0108 -0.0139 -0.1142
C -0.2155 -2.2927 -1.0166 -1.4125 0.0928 0.1266
O -1.4368 -1.7338 -1.5425 0.4680 0.1687 0.0267
H 0.2996 -1.5280 -0.4351 0.1147 0.0204 -0.3813
H -0.5610 -3.0490 -0.3119 0.6977 -0.4121 0.0815
H 0.3654 -2.7055 -1.8414 0.3742 -0.0238 0.3052
H -1.9533 -2.4975 -1.8101 -0.2824 0.1282 -0.2179
C 1.6011 -4.9834 -5.2332 1.4921 -0.7801 -0.1376
O 2.5293 -5.4767 -4.2792 -0.3458 -0.0384 1.9060
C 3.8353 -5.8790 -4.7000 -0.5921 0.9694 -0.4922
C 4.6487 -6.2506 -3.4689 0.1129 -0.9704 -0.2352
N 4.0143 -7.4253 -2.8377 -0.3770 0.5663 0.7022
C 4.2117 -7.4929 -1.3612 -0.1032 -0.3073 -1.4356
C 3.5527 -8.6882 -0.6630 -0.6951 1.1455 -0.0175
O 2.1217 -8.4117 -0.5954 1.9104 0.7833 0.3927
C 1.4167 -9.3518 0.1287 -1.3820 -1.0672 -0.1639
H 0.7275 -4.5112 -4.7838 0.2212 -0.2892 0.4213
H 1.3301 -5.8757 -5.7975 -0.4886 0.4216 -0.7165
H 2.1262 -4.2246 -5.8134 -0.2442 0.0174 -0.5785
H 4.2406 -4.9837 -5.1714 0.6032 -0.1143 -0.3255
H 3.7436 -6.6793 -5.4343 0.1800 -0.2454 -0.0368
H 4.7978 -5.3241 -2.9143 -0.5681 0.0131 0.8113
H 5.6680 -6.5844 -3.6629 0.1287 0.2591 -0.7873
H 3.0334 -7.2700 -3.0215 -0.4225 -0.3139 0.3240
H 3.8266 -6.5713 -0.9248 0.0018 0.0323 0.4567
H 5.2923 -7.5240 -1.2217 0.0605 -0.0954 0.2825
H 4.0044 -8.7071 0.3288 -0.3098 -0.0418 0.4263
H 3.7349 -9.6756 -1.0872 -0.0053 0.0768 -0.5218
H 0.4113 -8.9986 0.3578 -0.1545 0.3439 -0.6027
H 1.7117 -9.6650 1.1302 1.1871 0.2078 0.0398
H 1.3355 -10.2268 -0.5162 -0.2383 -0.5445 0.2984
C -0.4478 9.5713 3.4311 0.9260 -0.2691 -0.6884
O 0.7272 8.7899 3.5073 0.8203 -0.6951 0.3528
C 1.7610 9.2619 2.6179 -0.8023 -0.9870 0.1679
C 2.8915 8.2148 2.5760 -1.1428 -0.7038 0.5138
N 2.4896 6.8911 2.0262 0.4375 0.8389 0.0711
C 2.4925 6.8839 0.5893 -1.0898 -0.5421 -0.5424
C 1.7360 5.6856 0.0017 0.4691 0.3232 -0.6083
O 0.3734 5.6515 0.3699 -1.2413 0.7518 0.1492
C -0.4547 4.7833 -0.4024 1.2800 -1.5962 -0.3286
H -1.0940 9.3614 4.2834 0.2557 0.2022 0.0299
H -0.9655 9.3002 2.5110 -0.3455 0.1871 -0.1465
H -0.0833 10.5954 3.3510 -0.7652 0.4722 0.3093
H 2.0951 10.2245 3.0050 0.2504 0.2108 -0.2823
H 1.2712 9.3435 1.6476 0.2721 0.4215 -0.3845
H 3.1215 8.0331 3.6258 0.5041 0.1404 0.0040
H 3.7625 8.5552 2.0160 -0.0095 0.1881 0.1958
H 1.5265 6.7207 2.2781 -0.1722 -0.0847 0.4687
H 3.4708 6.8802 0.1086 0.3918 -0.1874 0.4556
H 2.0003 7.7595 0.1661 -0.2519 0.4180 -0.0947
H 2.2301 4.7375 0.2141 0.0339 -0.1701 0.2587
H 1.8688 5.8884 -1.0610 -0.4017 -0.4207 -0.5001
H -1.5252 4.6573 -0.2404 -0.0235 1.4272 0.8924
H -0.1336 3.7658 -0.1795 0.3592 -0.3799 -0.1878
H -0.3439 4.8979 -1.4807 0.2650 0.4296 -0.1144
C -10.9809 1.9491 11.3036 -0.5881 -0.5567 -0.4364
O -10.1133 0.9115 10.7980 -0.3447 1.2198 0.2378
C -8.7824 1.3829 10.8875 1.2300 -0.6214 -0.7928
C -7.7399 0.4072 10.2761 -2.0586 -0.1438 -0.5520
N -7.8312 0.2776 8.7849 0.6396 -0.3056 0.9571
C -6.7122 -0.5368 8.2540 -0.5279 1.1134 -0.8186
C -6.5505 -0.2125 6.7609 0.1205 0.1135 -0.3344
O -5.2615 -0.6019 6.3665 0.8822 -0.8988 -1.8182
C -5.0225 -0.5949 4.9156 0.5231 0.4129 1.2615
H -10.8882 2.9225 10.8219 0.8089 0.0554 -0.2025
H -10.8872 2.0871 12.3807 0.1820 -0.1227 0.0975
H -12.0181 1.7119 11.0670 0.0681 -0.6235 0.1813
H -8.4716 1.4606 11.9294 -0.1784 0.3681 0.3138
H -8.6853 2.3373 10.3701 -0.0452 0.2738 0.1091
H -8.0372 -0.5511 10.7020 0.5676 -0.3506 0.4263
H -6.7555 0.7179 10.6263 0.0330 -0.0884 -0.3152
H -8.6158 -0.3366 8.6194 -0.6515 0.4883 0.0616
H -6.9591 -1.5985 8.2550 0.3926 -0.2336 0.6167
H -5.8178 -0.2984 8.8295 0.1509 -0.2355 -0.2865
H -6.7308 0.8200 6.4617 0.0799 0.4658 0.6200
H -7.3154 -0.7530 6.2033 -0.1685 -0.4435 -0.1406
H -5.7117 -1.1867 4.3132 -0.5691 0.2576 0.3067
H -4.0444 -1.0099 4.6724 0.1193 -0.2923 0.7327
H -4.9090 0.4396 4.5913 -0.6618 0.1441 -0.2294
C 1.3594 2.2212 -6.0646 -0.0851 1.3386 -0.1301
O 1.0544 3.4940 -6.7072 0.6272 -1.2880 -0.1175
C 2.2169 4.2600 -7.0648 -0.9473 0.8455 0.6830
C 1.6878 5.4779 -7.8684 1.5428 -0.9939 0.8216
N 1.2410 4.9545 -9.1343 -0.2523 1.3758 -0.7044
C 0.4087 6.0121 -9.8002 -0.1525 -1.7276 0.3408
C -0.4311 5.4620 -10.9603 1.0612 1.0573 1.5030
O -1.2822 4.4868 -10.4041 0.5647 0.2738 -0.9505
C -2.0671 3.8427 -11.3747 -0.5569 -0.3618 0.4494
H 0.4251 1.7264 -5.7992 -0.0250 0.1160 -0.3384
H 1.8830 2.4164 -5.1287 0.2103 0.0114 0.1092
H 1.9842 1.5848 -6.6912 -0.0722 -0.0194 -0.1663
H 2.9739 3.7407 -7.6525 -0.3059 -0.4602 -0.3166
H 2.7182 4.5424 -6.1390 0.0622 0.3612 0.1783
H 2.5209 6.1741 -7.9653 0.0857 0.1550 -0.2652
H 0.8977 6.0045 -7.3331 -0.1951 -0.0534 0.3714
H 0.6563 4.1983 -8.8082 -0.6417 -0.2687 -0.7357
H 1.0047 6.8510 -10.1595 0.2862 -0.1370 0.1357
H -0.2776 6.3584 -9.0274 -0.3361 0.5134 -0.1054
H 0.2508 5.1305 -11.7434 -0.1837 -0.6353 -0.1604
H -0.9367 6.3565 -11.3239 -0.6942 -0.1449 -0.3803
H -2.5581 3.0526 -10.8066 -0.2633 -0.0720 -0.3826
H -1.5249 3.4033 -12.2120 0.4892 -0.0521 0.1071
H -2.8033 4.5160 -11.8138 -0.2259 0.1587 0.0766
C -4.4867 -13.0938 4.9791 2.1989 0.7427 1.0752
O -4.1763 -11.8616 5.7037 -1.5525 -0.5977 -0.2561
C -5.2911 -10.9243 5.5749 1.9618 -0.5265 -0.3226
C -4.8560 -9.5801 6.2012 -0.9507 -1.6396 -0.6837
N -4.0082 -8.8228 5.2858 -0.1396 -0.7426 0.5441
C -3.6391 -7.5705 5.8947 0.1850 0.9235 -1.6914
C -2.6844 -6.7511 4.9764 1.7865 -0.4820 1.6273
O -1.3191 -7.3245 5.1155 -0.3361 0.5912 -0.6019
C -0.3487 -6.5872 4.3338 -0.8666 -0.1396 0.4880
H -5.4827 -13.5046 5.1442 -0.1231 0.3961 -0.2354
H -3.7544 -13.7921 5.3844 -0.2170 -0.2939 0.2096
H -4.1315 -12.9861 3.9543 -0.8687 0.1303 -0.3928
H -6.1792 -11.3781 6.0146 -0.1092 0.2125 0.2659
H -5.4083 -10.8662 4.4928 -0.5642 0.6463 -0.0870
H -4.3483 -9.8286 7.1331 0.0759 0.0479 0.3150
H -5.8056 -9.1103 6.4575 0.1965 0.7436 -0.1243
H -3.1667 -9.3789 5.2333 0.3009 -0.1719 -0.4341
H -3.1877 -7.6766 6.8812 0.1957 0.0983 0.1753
H -4.5885 -7.0426 5.9850 0.1342 0.4993 0.2250
H -2.5754 -5.7597 5.4161 -0.3460 0.3342 -0.1259
H -2.9129 -6.6534 3.9151 -0.4808 -0.3566 0.0601
H 0.6789 -6.8170 4.6154 -0.2431 -0.6574 0.1049
H -0.4162 -5.5148 4.5168 -0.3778 0.2346 -0.0043
H -0.5155 -6.7784 3.2737 0.1453 0.0094 -0.1407
C -2.3848 -5.4907 -3.3508 -0.5358 0.5691 -0.6116
O -3.3621 -4.5259 -3.7677 -0.5194 0.7406 0.4461
C -4.0984 -4.8469 -4.9753 0.0833 -1.0937 0.5964
C -5.2184 -3.8690 -5.4259 2.1254 0.1317 0.7345
N -4.6222 -2.7303 -6.0990 -1.5065 0.5656 -0.2420
C -5.7034 -1.7266 -6.2374 1.3085 -0.4308 -0.5913
C -5.1531 -0.5037 -6.9151 -0.8990 -0.0332 1.2692
O -4.2336 0.1103 -6.0172 -0.5232 -0.0393 -0.4701
C -3.6008 1.2073 -6.6179 0.6216 0.3084 0.1550
H -2.0611 -5.2608 -2.3357 -0.3114 0.1533 0.0225
H -1.4914 -5.4295 -3.9722 0.0546 -0.1354 -0.2893
H -2.7800 -6.5063 -3.3713 -0.0817 -0.1070 -0.0430
H -4.5900 -5.7964 -4.7630 -0.0016 -0.3811 -0.2178
H -3.3031 -5.0007 -5.7046 -0.4531 0.0504 -0.7291
H -5.7984 -3.5622 -4.5554 -0.0519 -0.0197 0.4688
H -5.9505 -4.2847 -6.1183 0.3193 -0.6663 -0.0080
H -3.8663 -2.3116 -5.5761 0.0287 -0.0422 0.3293
H -6.1727 -1.4876 -5.2831 -0.0189 0.1912 0.2270
H -6.4785 -2.1218 -6.8939 -0.0776 -0.2485 -0.0172
H -6.0286 0.1358 -7.0274 0.1036 0.5513 -0.5088
H -4.7447 -0.8077 -7.8789 0.3975 0.3205 -0.0676
H -3.0599 1.7765 -5.8620 0.3455 -0.4461 0.1148
H -4.2484 1.9747 -7.0418 -0.6209 -0.3172 -0.3030
H -2.9356 0.8120 -7.3857 0.2805 0.4069 -0.1852
C 1.6672 1.1482 5.9447 1.1274 -0.0091 0.3475
O 3.0587 1.4759 5.8207 -0.5143 -0.3071 -0.7908
C 3.4928 1.4729 4.4607 1.5216 1.2388 0.5380
C 4.9640 2.0225 4.4398 -1.7540 -1.3580 0.8586
N 5.8461 1.1180 5.2064 1.4892 0.5194 -1.7772
C 7.2547 1.5222 4.9570 -0.5918 0.0683 1.4687
C 7.6098 2.8361 5.6654 -0.1275 0.5442 -0.1897
O 7.0741 2.9265 6.9864 0.2772 -2.9895 -1.5866
C 7.3337 4.1040 7.6047 -0.2239 1.1827 0.2055
H 1.4227 1.2237 7.0042 -0.0309 0.1393 -0.0698
H 1.5261 0.1069 5.6551 -0.3170 -0.0191 -0.2917
H 1.0646 1.8478 5.3656 -0.1884 -0.1277 -0.1024
H 2.8935 2.1432 3.8446 -0.3411 0.2526 0.0617
H 3.4971 0.5152 3.9402 -0.1667 -0.5205 0.5212
H 4.9631 3.0611 4.7704 0.0238 0.1372 0.1522
H 5.2153 1.9945 3.3795 0.5182 -0.0244 0.0335
H 5.8068 1.1474 6.2152 -1.0638 0.3561 0.0496
H 7.4858 1.6327 3.8975 -0.1003 -0.1606 -0.0099
H 7.9023 0.7707 5.4086 0.0140 -0.2832 -0.2509
H 7.2561 3.7022 5.1060 -0.2922 0.1944 -0.2156
H 8.6959 2.9268 5.6473 0.3363 0.0481 0.3950
H 8.3939 4.3567 7.5888 0.2554 0.0466 0.3164
H 6.9320 4.0008 8.6127 0.2211 0.3912 0.0463
H 6.8006 4.8704 7.0422 -0.0791 0.6925 0.2771
C 6.0418 1.0613 -2.3522 -0.8984 0.3161 0.3943
O 6.1611 2.3855 -1.8812 0.6200 0.8362 -0.5699
C 7.4576 2.9236 -2.1523 -0.0274 -0.5177 0.1282
C 7.6595 4.4303 -2.0512 -0.4902 -0.2354 -0.8695
N 7.0866 5.2935 -3.1195 -0.7489 -0.9141 1.0320
C 7.7108 6.5894 -3.0586 -0.4980 -0.3352 -0.7276
C 7.1476 7.4901 -4.1691 0.6119 0.7531 1.3537
O 7.6624 7.1410 -5.4258 -0.0486 -0.3197 -0.5214
C 7.2976 8.0485 -6.4522 -0.1428 0.5522 0.3305
H 6.0788 1.0152 -3.4406 0.0496 -0.0139 -0.1538
H 5.0508 0.7775 -1.9980 0.0088 -0.3513 -0.2644
H 6.7604 0.3577 -1.9320 0.3414 0.1041 0.1429
H 7.8491 2.5950 -3.1151 -0.3515 -0.0860 -0.5286
H 8.1071 2.4098 -1.4436 0.4790 0.3328 0.3183
H 8.7426 4.5423 -2.0997 0.4511 -0.0190 0.3351
H 7.3241 4.7748 -1.0730 -0.1189 0.2234 -0.0630
H 7.2522 4.9709 -4.0622 0.0565 -0.7159 0.0567
H 8.7772 6.3960 -3.1750 0.5410 0.8190 -0.1491
H 7.5502 7.0035 -2.0632 -0.1227 0.3327 -0.0974
H 7.4213 8.5015 -3.8687 0.4809 0.4794 -0.3557
H 6.0596 7.5473 -4.1353 -0.2983 -0.6420 -0.2086
H 7.5066 7.6798 -7.4564 0.0695 -0.4859 0.3197
H 7.8314 8.9935 -6.3509 0.3016 0.1306 0.1567
H 6.2446 8.3221 -6.3855 -0.2931 -0.2423 -0.0537
```
Forces are in eV/Å.

Computed properties:
HOMO-LUMO gap = 8.798 eV
Highest occupied orbital energy = -8.5 eV
Multiplicity = 1
Structure (SMILES) = COCCNCCOC.COCCNCCOC.COCCNCCOC.COCCNCCOC.COCCNCCOC.COCCNCCOC.COCCNCCOC.COCCNCCOC.CO.CO
Lowest unoccupied orbital energy = 0.251 eV